1.
28
Properties=species:S:1:pos:R:3:forces:R:3:lowdin_charge:R:1 method="wB97M-V/def2-TZVPD" relative_energy_kcal_mol=57.5 homo_ev=-14.25 homo_lumo_gap_ev=10.81 total_charge=+1
C 2.033 1.109 1.540 -1.0 -0.1 0.6 -0.0039
C -1.152 -0.208 1.876 2.4 0.6 -2.0 -0.3695
C -2.098 -1.130 2.428 -0.2 -2.5 0.3 0.0010
C 0.763 1.796 -1.917 -0.4 -0.7 -2.0 -0.0810
C 0.013 -1.504 -2.469 -4.8 3.5 3.2 -0.0445
C -0.075 1.213 -0.791 -2.5 -1.2 -1.5 -0.1825
C 0.806 -1.121 -1.267 1.3 -1.3 1.5 -0.1989
C 0.153 -0.189 -0.320 -0.8 -0.2 0.5 -0.2602
N -0.632 0.869 2.274 -0.5 0.0 -0.1 0.1941
N -0.575 -0.756 0.658 -0.3 2.6 -0.2 0.1421
O 1.680 0.090 0.979 1.5 0.5 -0.3 -0.0153
H 2.552 1.006 2.500 0.3 0.1 -0.1 0.1132
H -2.497 -1.895 1.778 -0.5 0.5 -1.2 0.0993
H -2.867 -0.692 2.949 -1.8 1.2 1.1 0.0760
H -1.690 -1.876 3.086 1.1 0.2 1.1 0.1095
H 1.814 1.860 -1.649 0.3 -0.5 -0.2 0.0749
H 0.562 1.168 -2.924 0.9 1.7 2.3 0.1250
H 0.502 2.863 -2.108 -0.3 -0.9 0.1 0.0964
H -0.891 -2.038 -2.032 1.1 0.0 -1.4 0.1210
H -0.384 -0.520 -2.859 0.1 -1.3 -0.1 0.0827
H 0.558 -1.911 -3.195 1.9 -2.3 -2.7 0.0442
H -1.160 0.990 -1.270 1.9 0.9 1.3 0.1974
H -0.153 1.862 0.041 -0.5 0.7 0.7 0.0798
H 1.658 -0.538 -1.557 1.0 -0.2 -0.2 0.1143
H 1.095 -2.073 -0.718 0.1 1.3 -0.5 0.1598
H -1.008 1.190 3.151 -0.4 0.1 0.4 0.0894
H 1.730 2.142 1.243 0.3 -0.6 -0.2 0.1153
H -0.734 -1.705 0.575 0.0 -2.3 -0.3 0.1202



2.
13
Properties=species:S:1:pos:R:3:forces:R:3:lowdin_charge:R:1 method="wB97M-V/def2-TZVPD" relative_energy_kcal_mol=40.7 homo_ev=-8.90 homo_lumo_gap_ev=9.46
C -1.870 -0.558 0.001 0.1 -0.2 0.0 -0.1055
C 0.385 0.584 -0.008 -0.6 0.5 0.0 -0.3405
C 1.152 -0.662 -0.015 -0.1 0.0 0.0 -0.1855
C -0.957 0.623 0.001 0.7 0.1 0.0 -0.0783
O 1.073 1.768 -0.003 0.2 -0.1 0.0 0.0364
N 2.404 -0.820 0.007 0.5 -0.2 0.0 0.1083
H 2.024 1.588 -0.017 -0.3 0.1 0.0 0.0813
H 2.969 0.033 0.035 -0.2 0.0 0.0 0.0394
H 0.563 -1.571 -0.037 -0.2 -0.1 0.0 0.1065
H -1.415 1.601 0.020 0.0 0.2 0.0 0.1122
H -2.897 -0.233 -0.135 -0.1 -0.1 0.0 0.0702
H -1.809 -1.097 0.948 -0.1 -0.1 0.0 0.0808
H -1.622 -1.256 -0.797 -0.1 -0.1 0.0 0.0748



3.
8
Properties=species:S:1:pos:R:3:forces:R:3:lowdin_charge:R:1 method="wB97M-V/def2-TZVPD" relative_energy_kcal_mol=59.2 homo_ev=-9.88 homo_lumo_gap_ev=10.33
C 0.649 0.095 0.002 0.4 0.4 0.8 -0.4113
C -0.242 1.119 0.082 -0.9 1.5 -1.3 -0.0676
H 2.240 -0.817 0.025 0.5 0.0 -0.1 0.1261
H -0.166 2.230 -0.060 0.3 -1.6 0.4 0.1294
N -1.498 0.547 -0.027 0.7 -1.8 0.1 0.0048
N -1.443 -0.720 -0.055 0.7 2.0 0.6 0.0749
O 2.007 0.120 -0.049 -1.7 -0.7 0.2 0.1219
O 0.001 -1.056 0.062 0.1 0.1 -0.8 0.0218



4.
56
Properties=species:S:1:pos:R:3:forces:R:3:lowdin_charge:R:1 method="wB97M-V/def2-TZVPD" relative_energy_kcal_mol=0.5 homo_ev=-8.43 homo_lumo_gap_ev=8.93
C -6.723 -3.456 0.819 0.0 0.0 0.0 -0.0522
C -5.661 -2.443 0.516 0.0 0.0 0.0 -0.2718
C -4.820 -2.619 -0.575 0.0 0.1 0.1 -0.0111
C -3.838 -1.696 -0.884 0.0 0.1 0.0 -0.1946
C -3.693 -0.563 -0.074 -0.4 -0.2 0.1 -0.1434
C -4.499 -0.382 1.049 0.1 0.1 -0.1 -0.1859
C -5.482 -1.327 1.315 0.0 -0.1 -0.1 -0.0067
H -6.117 -1.186 2.179 -0.1 0.0 0.1 0.1135
C -4.313 0.781 1.973 -0.1 0.1 -0.1 -0.0313
H -3.262 0.902 2.239 0.1 0.1 0.1 0.0753
H -4.890 0.641 2.883 0.0 0.0 0.1 0.0785
H -4.637 1.700 1.486 0.0 0.0 0.1 0.0745
N -2.668 0.353 -0.410 0.1 -0.5 0.0 0.1297
C -2.826 1.677 -0.619 0.0 0.2 -0.2 -0.5310
O -3.867 2.287 -0.487 -0.1 0.1 -0.1 0.0671
C -1.543 2.385 -1.020 0.1 0.3 0.5 -0.1976
H -1.795 3.317 -1.527 0.0 0.0 0.1 0.1035
H -0.896 1.782 -1.652 0.1 0.0 0.0 0.0966
S -0.579 2.923 0.475 -0.7 -1.3 -0.1 0.9762
O 0.653 3.517 -0.059 0.9 0.9 -0.3 -0.5322
C -0.028 1.223 1.029 -0.4 0.5 -0.1 -0.2003
C 0.626 0.509 -0.126 0.1 0.3 0.3 -0.5538
O 0.085 -0.427 -0.700 -0.1 -0.4 -0.2 0.0241
N 1.809 1.025 -0.480 0.3 0.0 0.0 0.0709
H 2.065 1.931 -0.105 -0.2 -0.1 0.0 0.1277
C 2.573 0.540 -1.607 0.2 -0.1 -0.3 -0.1679
C 4.024 0.276 -1.211 -0.4 -0.2 0.1 -0.1700
H 4.465 1.194 -0.816 0.1 0.0 0.0 0.1180
H 4.586 -0.007 -2.103 0.1 0.1 0.0 0.1193
C 4.136 -0.836 -0.163 0.2 0.2 -0.2 -0.1599
C 5.573 -1.058 0.212 -0.1 -0.1 0.1 -0.2465
C 6.355 -1.967 -0.489 0.0 0.0 0.0 -0.0472
C 7.689 -2.144 -0.170 0.1 0.0 0.0 -0.0866
C 8.262 -1.410 0.855 0.1 0.0 0.0 -0.0974
C 7.492 -0.500 1.559 0.1 0.1 0.1 -0.0870
C 6.157 -0.326 1.237 0.0 0.0 0.0 -0.0480
H 5.560 0.384 1.792 -0.1 0.1 0.1 0.1117
H 7.932 0.075 2.361 0.0 0.0 0.1 0.1011
H 9.303 -1.548 1.105 0.1 0.0 0.0 0.0994
H 8.285 -2.857 -0.722 0.0 -0.1 0.0 0.1012
H 5.912 -2.544 -1.289 -0.1 -0.1 -0.1 0.1122
H 3.559 -0.555 0.721 0.0 -0.1 0.0 0.1120
H 3.709 -1.755 -0.570 -0.1 0.0 0.0 0.1216
H 2.538 1.278 -2.417 -0.1 -0.1 0.0 0.1282
H 2.093 -0.381 -1.946 0.1 0.1 0.0 0.1224
H 0.674 1.405 1.841 0.0 0.1 0.0 0.0991
H -0.898 0.682 1.392 0.0 -0.1 0.0 0.0836
H -1.788 -0.083 -0.683 0.1 0.3 0.1 0.0924
C -2.943 -1.890 -2.072 0.0 0.0 0.0 -0.0307
H -3.028 -1.045 -2.755 0.1 0.0 -0.1 0.0889
H -3.212 -2.796 -2.606 0.0 0.0 0.0 0.0779
H -1.900 -1.968 -1.763 0.1 0.0 -0.1 0.0749
H -4.941 -3.492 -1.201 0.0 -0.1 -0.1 0.1173
H -7.340 -3.137 1.656 -0.1 0.0 0.1 0.0725
H -7.364 -3.606 -0.049 -0.1 0.0 0.0 0.0804
H -6.271 -4.416 1.068 0.0 -0.1 0.0 0.0815